Entry 1:
Molecular formula: C9H14
Method: DFT, ωB97M-V/def2-TZVPD

The HOMO-LUMO gap is 0.3653 Eh. As for the spin multiplicity: 1. The energy relative to the best compared isomer or geometry (same formula, charge and spin) is 67.2 kJ/mol. Its SMILES is Cc1ccccc1.CC. The HOMO energy is -8.92 eV.

Cartesian coordinates (Å):
C1 2.27 -0.82 -0.30
C2 0.95 -0.57 -0.97
C3 0.62 0.66 -1.57
C4 -0.53 0.86 -2.27
C5 -1.53 -0.13 -2.20
C6 -1.28 -1.31 -1.51
C7 -0.06 -1.54 -0.89
H1 2.39 -1.86 -0.04
H2 2.57 -0.13 0.48
H3 2.91 -0.52 -1.14
H4 1.42 1.39 -1.42
H5 -0.81 1.70 -2.89
H6 -2.49 0.07 -2.66
H7 -2.14 -1.91 -1.20
H8 0.15 -2.36 -0.22
C8 -1.12 0.33 2.47
C9 0.05 1.28 2.31
H9 -1.11 -0.41 3.26
H10 -2.04 0.90 2.59
H11 -1.18 -0.28 1.54
H12 0.98 0.78 2.02
H13 -0.23 1.90 1.45
H14 0.22 1.96 3.15

=====

Entry 2:
Molecular formula: C24H24O14
Method: DFT, ωB97M-V/def2-TZVPD

The HOMO-LUMO gap is 0.2503 Eh. As for the spin multiplicity: 1. The energy relative to the best compared isomer or geometry (same formula, charge and spin) is 0.0 kJ/mol. Its SMILES is O=C1C=C(O)C(=O)C=C1O.O=C1C=C(O)C(=O)C=C1O.O=C1C=C(O)C(=O)C=C1O.CC(C)=O.CC(C)=O. The HOMO energy is -9.23 eV.

Cartesian coordinates (Å):
O1 29.88 35.34 31.61
C1 30.35 36.40 31.37
C2 31.58 36.89 32.11
C3 31.91 38.37 31.99
O2 33.08 38.85 32.72
C4 31.26 39.33 31.02
O3 31.69 40.45 30.82
C5 30.23 38.76 30.25
C6 29.77 37.29 30.43
O4 28.81 36.67 29.65
H1 32.02 36.20 32.73
H2 33.42 38.11 33.25
H3 29.84 39.39 29.53
H4 28.98 35.81 30.02
O5 31.99 37.21 27.81
C7 32.03 38.43 27.57
C8 30.98 39.28 26.94
C9 31.12 40.82 26.88
O6 30.00 41.64 26.79
C10 32.44 41.43 27.06
O7 32.53 42.67 26.92
C11 33.44 40.58 27.64
C12 33.32 39.16 27.84
O8 34.28 38.34 28.30
H5 30.10 38.77 26.84
H6 29.26 41.07 26.80
H7 34.39 40.95 27.62
H8 33.90 37.55 28.22
O9 34.45 33.69 31.50
C13 35.22 34.65 31.64
C14 36.30 34.65 32.62
C15 37.20 35.88 32.81
O10 38.08 36.00 33.79
C16 36.91 37.14 32.05
O11 37.69 37.99 32.21
C17 35.81 37.12 31.21
C18 34.98 35.89 30.94
O12 33.80 35.96 30.21
H9 36.31 33.69 33.15
H10 38.06 35.08 34.26
H11 35.50 38.00 30.77
H12 33.41 35.19 30.15
C19 36.22 38.31 25.27
C20 37.42 39.28 25.36
C21 37.43 40.24 26.50
O13 38.35 39.30 24.56
H13 36.26 37.76 24.40
H14 35.38 39.13 25.19
H15 36.27 37.57 26.22
H16 37.35 39.71 27.64
H17 36.69 41.04 26.40
H18 38.29 40.79 26.55
C22 27.73 39.38 24.86
C23 27.46 39.45 26.52
C24 27.06 38.02 27.18
O14 27.61 40.40 27.11
H19 28.74 38.78 24.89
H20 27.86 40.39 24.46
H21 26.97 38.79 24.42
H22 26.07 37.74 27.01
H23 26.96 38.23 28.24
H24 27.80 37.14 27.17

=====

Repeat the second record exactly.
Molecular formula: C24H24O14
Method: DFT, ωB97M-V/def2-TZVPD

The HOMO-LUMO gap is 0.2503 Eh. As for the spin multiplicity: 1. The energy relative to the best compared isomer or geometry (same formula, charge and spin) is 0.0 kJ/mol. Its SMILES is O=C1C=C(O)C(=O)C=C1O.O=C1C=C(O)C(=O)C=C1O.O=C1C=C(O)C(=O)C=C1O.CC(C)=O.CC(C)=O. The HOMO energy is -9.23 eV.

Cartesian coordinates (Å):
O1 29.88 35.34 31.61
C1 30.35 36.40 31.37
C2 31.58 36.89 32.11
C3 31.91 38.37 31.99
O2 33.08 38.85 32.72
C4 31.26 39.33 31.02
O3 31.69 40.45 30.82
C5 30.23 38.76 30.25
C6 29.77 37.29 30.43
O4 28.81 36.67 29.65
H1 32.02 36.20 32.73
H2 33.42 38.11 33.25
H3 29.84 39.39 29.53
H4 28.98 35.81 30.02
O5 31.99 37.21 27.81
C7 32.03 38.43 27.57
C8 30.98 39.28 26.94
C9 31.12 40.82 26.88
O6 30.00 41.64 26.79
C10 32.44 41.43 27.06
O7 32.53 42.67 26.92
C11 33.44 40.58 27.64
C12 33.32 39.16 27.84
O8 34.28 38.34 28.30
H5 30.10 38.77 26.84
H6 29.26 41.07 26.80
H7 34.39 40.95 27.62
H8 33.90 37.55 28.22
O9 34.45 33.69 31.50
C13 35.22 34.65 31.64
C14 36.30 34.65 32.62
C15 37.20 35.88 32.81
O10 38.08 36.00 33.79
C16 36.91 37.14 32.05
O11 37.69 37.99 32.21
C17 35.81 37.12 31.21
C18 34.98 35.89 30.94
O12 33.80 35.96 30.21
H9 36.31 33.69 33.15
H10 38.06 35.08 34.26
H11 35.50 38.00 30.77
H12 33.41 35.19 30.15
C19 36.22 38.31 25.27
C20 37.42 39.28 25.36
C21 37.43 40.24 26.50
O13 38.35 39.30 24.56
H13 36.26 37.76 24.40
H14 35.38 39.13 25.19
H15 36.27 37.57 26.22
H16 37.35 39.71 27.64
H17 36.69 41.04 26.40
H18 38.29 40.79 26.55
C22 27.73 39.38 24.86
C23 27.46 39.45 26.52
C24 27.06 38.02 27.18
O14 27.61 40.40 27.11
H19 28.74 38.78 24.89
H20 27.86 40.39 24.46
H21 26.97 38.79 24.42
H22 26.07 37.74 27.01
H23 26.96 38.23 28.24
H24 27.80 37.14 27.17

=====

Repeat the second record exactly.
Molecular formula: C24H24O14
Method: DFT, ωB97M-V/def2-TZVPD

The HOMO-LUMO gap is 0.2503 Eh. As for the spin multiplicity: 1. The energy relative to the best compared isomer or geometry (same formula, charge and spin) is 0.0 kJ/mol. Its SMILES is O=C1C=C(O)C(=O)C=C1O.O=C1C=C(O)C(=O)C=C1O.O=C1C=C(O)C(=O)C=C1O.CC(C)=O.CC(C)=O. The HOMO energy is -9.23 eV.

Cartesian coordinates (Å):
O1 29.88 35.34 31.61
C1 30.35 36.40 31.37
C2 31.58 36.89 32.11
C3 31.91 38.37 31.99
O2 33.08 38.85 32.72
C4 31.26 39.33 31.02
O3 31.69 40.45 30.82
C5 30.23 38.76 30.25
C6 29.77 37.29 30.43
O4 28.81 36.67 29.65
H1 32.02 36.20 32.73
H2 33.42 38.11 33.25
H3 29.84 39.39 29.53
H4 28.98 35.81 30.02
O5 31.99 37.21 27.81
C7 32.03 38.43 27.57
C8 30.98 39.28 26.94
C9 31.12 40.82 26.88
O6 30.00 41.64 26.79
C10 32.44 41.43 27.06
O7 32.53 42.67 26.92
C11 33.44 40.58 27.64
C12 33.32 39.16 27.84
O8 34.28 38.34 28.30
H5 30.10 38.77 26.84
H6 29.26 41.07 26.80
H7 34.39 40.95 27.62
H8 33.90 37.55 28.22
O9 34.45 33.69 31.50
C13 35.22 34.65 31.64
C14 36.30 34.65 32.62
C15 37.20 35.88 32.81
O10 38.08 36.00 33.79
C16 36.91 37.14 32.05
O11 37.69 37.99 32.21
C17 35.81 37.12 31.21
C18 34.98 35.89 30.94
O12 33.80 35.96 30.21
H9 36.31 33.69 33.15
H10 38.06 35.08 34.26
H11 35.50 38.00 30.77
H12 33.41 35.19 30.15
C19 36.22 38.31 25.27
C20 37.42 39.28 25.36
C21 37.43 40.24 26.50
O13 38.35 39.30 24.56
H13 36.26 37.76 24.40
H14 35.38 39.13 25.19
H15 36.27 37.57 26.22
H16 37.35 39.71 27.64
H17 36.69 41.04 26.40
H18 38.29 40.79 26.55
C22 27.73 39.38 24.86
C23 27.46 39.45 26.52
C24 27.06 38.02 27.18
O14 27.61 40.40 27.11
H19 28.74 38.78 24.89
H20 27.86 40.39 24.46
H21 26.97 38.79 24.42
H22 26.07 37.74 27.01
H23 26.96 38.23 28.24
H24 27.80 37.14 27.17

=====

energy relative to the best compared isomer or geometry (same formula, charge and spin) of number 1 (C9H14)?
67.2 kJ/mol